25
Properties=species:S:1:pos:R:3:forces:R:3:mulliken_charge:R:1 method="wB97M-V/def2-TZVPD" orbital_gap_ev=8.402 max_force_ev_per_a=5.63 energy_ha=-1255.8282 homo_ev=-7.691 e_above_lowest_kcal_mol=123.93 smiles="C1CSC(=C2C[C@@]23[C@@H]2CNN[C@@H]23)S1"
C -3.7623 1.2958 -0.2809 -0.168 2.856 1.156 -0.52
C -4.1808 -0.0978 -0.5999 -0.330 0.199 0.422 -0.50
S -3.1401 -1.3231 0.1985 0.098 -0.456 0.453 -0.16
C -1.6751 -0.3126 0.2102 -2.970 1.546 0.155 0.40
C -0.4843 -0.7161 -0.0218 3.212 -0.744 -1.384 -0.38
C 0.3853 -1.8988 -0.0891 0.813 2.666 0.077 -0.85
C 0.9507 -0.4515 -0.1995 -0.833 0.665 1.694 0.45
C 1.8018 0.5233 -0.9751 -1.915 0.865 -1.576 -0.02
C 3.2225 0.2080 -1.3137 0.443 -2.417 -0.272 -0.61
N 3.7649 -0.3253 -0.0206 0.865 0.691 -0.784 -0.46
N 3.0077 0.3739 1.0156 3.448 -2.935 3.345 -0.43
C 1.7939 0.6502 0.5085 -4.580 0.237 -0.283 -0.37
S -2.0953 1.4040 0.5212 -0.490 -0.515 -0.260 -0.16
H -3.6710 1.8612 -1.2043 0.022 0.029 -0.103 0.28
H -4.5748 1.8742 0.3019 1.578 -0.969 -0.381 0.29
H -5.2222 -0.1353 -0.2711 0.171 -0.849 -0.232 0.32
H -4.0906 -0.1203 -1.6596 -0.244 -0.888 -0.893 0.31
H 0.6189 -2.3790 -0.9595 -0.258 -1.465 -2.430 0.23
H 0.5230 -2.4947 0.7483 0.323 -0.800 1.758 0.31
H 1.3041 1.2686 -1.6709 0.454 -0.907 1.090 0.33
H 3.3926 -0.6043 -2.1783 -0.296 2.002 1.913 0.26
H 3.6512 1.1870 -1.5415 0.545 -0.366 -0.218 0.34
H 3.6890 -1.3330 0.0341 -0.579 0.036 -0.017 0.32
H 2.9545 -0.3068 1.8993 0.257 1.985 -2.497 0.31
H 1.2065 1.4058 1.0773 0.435 -0.468 -0.734 0.29

58
Properties=species:S:1:pos:R:3:forces:R:3:mulliken_charge:R:1 method="wB97M-V/def2-TZVPD" orbital_gap_ev=10.101 max_force_ev_per_a=1.87 energy_ha=-1579.7155 homo_ev=-9.782 smiles="O=C1OC[C@@H](F)O1.O=C1OC[C@@H](F)O1.C1CCOC1.C1CCOC1.CO.CO"
O -4.2489 2.0122 0.3369 -0.078 0.679 0.655 -0.51
C -3.6910 2.5863 -0.5373 -1.208 -1.210 -0.636 0.69
O -3.1671 1.9207 -1.5730 0.677 -0.675 -0.736 -0.29
C -2.1637 2.7325 -2.1776 -0.387 0.706 1.035 -0.08
C -2.7196 4.1454 -1.8211 0.512 -1.008 -0.539 0.27
F -3.4221 4.5966 -2.8943 -0.197 0.342 -0.027 -0.30
O -3.6174 3.9113 -0.7577 0.890 0.655 0.310 -0.34
H -1.2441 2.4596 -1.6564 0.281 0.434 -0.236 -0.05
H -2.0637 2.5994 -3.2487 -0.281 -0.213 -0.026 0.31
H -1.9581 4.8730 -1.5596 -0.179 0.211 0.187 0.33
O -0.2755 0.1256 -4.2496 0.143 0.009 -0.461 -0.48
C 0.6788 0.4364 -3.6274 -0.348 -0.164 0.444 0.47
O 0.7332 0.3782 -2.2782 0.205 -0.067 0.270 -0.11
C 2.0492 0.7829 -1.8542 -0.591 -0.044 0.025 -0.08
C 2.4528 1.6362 -3.0475 1.028 -0.623 1.351 0.37
F 3.8063 1.6178 -3.1773 -0.049 -0.003 -0.425 -0.30
O 1.8494 0.9453 -4.1143 -0.261 0.694 -0.218 -0.35
H 1.9614 1.2796 -0.8909 0.058 0.232 -0.122 0.01
H 2.6966 -0.0892 -1.7523 0.049 0.008 -0.153 0.13
H 2.1587 2.6789 -2.9229 -0.264 0.045 -0.571 0.29
C -1.9266 -0.5678 1.6902 0.325 -0.607 -0.780 0.05
C -1.6363 -0.0210 3.0867 -0.497 0.228 0.214 -0.94
C -0.6546 1.1043 2.8079 -0.559 1.308 -0.228 -0.47
O 0.0114 0.6935 1.6052 0.397 0.396 0.260 -0.33
C -1.0433 0.2610 0.7540 0.073 -0.902 -0.070 0.91
H -2.9638 -0.5745 1.3612 -0.085 0.181 0.283 0.50
H -1.5490 -1.5872 1.5776 -0.214 -0.083 0.290 -0.15
H -1.1711 -0.7495 3.7488 -0.076 -0.149 -0.100 0.36
H -2.5779 0.2964 3.5352 0.230 0.250 0.240 0.27
H -0.0050 1.4375 3.6178 0.639 -0.973 -0.119 0.34
H -1.1233 2.0798 2.5901 -0.594 -0.363 -0.199 0.35
H -0.6330 -0.3982 -0.0099 0.205 0.268 -0.128 -0.16
H -1.5634 1.0647 0.2323 0.016 0.348 0.354 -1.05
C 1.3861 -2.5046 1.0194 -0.136 0.057 -0.060 1.13
C 2.7222 -2.7028 0.3032 0.412 0.961 0.767 -0.60
C 3.1350 -4.0786 0.7840 -0.057 0.130 -0.672 -0.54
O 1.9071 -4.7927 0.6505 0.316 -0.380 0.175 -0.47
C 0.8484 -3.9364 1.0811 -0.676 -0.373 -0.530 -0.40
H 0.8095 -1.7756 0.4534 -0.439 -0.291 0.090 -0.96
H 1.4513 -2.1350 2.0440 0.474 0.226 -0.122 0.22
H 3.4045 -1.8707 0.5036 0.170 -0.257 0.245 0.38
H 2.5846 -2.6926 -0.7790 -0.153 -0.333 -0.007 0.23
H 3.5140 -4.1354 1.8095 -0.133 0.322 0.111 0.25
H 3.9081 -4.4946 0.1373 -0.257 -0.395 -0.043 0.37
H 0.4831 -4.2476 2.0660 0.322 0.217 0.164 0.31
H -0.0007 -4.1172 0.4128 0.156 0.104 -0.149 0.17
C 2.4049 2.8462 3.0678 -1.476 0.890 -0.718 -0.72
O 2.0320 2.6162 1.7077 0.696 -0.101 -0.183 -0.53
H 3.0406 3.7291 3.1065 0.556 -0.382 -0.176 0.25
H 1.4888 3.2257 3.5445 0.193 -0.516 0.644 0.29
H 2.8240 1.9675 3.5493 0.114 0.065 0.165 0.27
H 1.4523 1.8401 1.6451 -0.013 0.135 0.117 0.62
C -2.3294 -2.7040 -1.4609 0.319 -1.098 0.178 -0.30
O -1.1996 -2.8666 -2.3093 -0.056 0.816 -0.726 -0.47
H -2.9214 -1.8089 -1.6426 0.682 0.408 -0.224 0.19
H -3.0543 -3.5090 -1.6211 0.148 -0.167 0.308 0.38
H -1.9023 -2.7291 -0.4554 -0.790 0.142 0.342 -0.04
H -0.9680 -3.7913 -2.4111 -0.234 -0.087 0.163 0.28

114
Properties=species:S:1:pos:R:3:forces:R:3:mulliken_spin:R:1 method="wB97M-V/def2-TZVPD" orbital_gap_ev="5.868 / 5.554" max_force_ev_per_a=6.36 energy_ha=-3277.7879 homo_ev="-11.438 / -13.067" multiplicity=5 total_charge=+2
Ir 11.2902 14.8387 11.3374 -0.599 -0.288 -1.845 1.94
C 8.2710 16.1090 10.4662 0.486 -1.824 -0.802 0.05
C 9.1221 15.9877 9.1553 -0.192 0.749 0.953 0.03
P 10.3153 14.6141 9.2506 -1.176 -0.233 0.032 -0.16
C 9.3695 13.0617 9.0065 -1.622 -0.665 0.796 -0.01
C 7.9357 13.1274 8.7881 0.261 -0.526 0.710 0.00
C 7.1651 11.9489 8.6971 2.934 -0.795 -0.043 0.00
C 7.8840 10.7043 8.6898 -0.160 -0.071 0.624 0.01
C 9.2705 10.6004 8.9054 -0.563 3.388 -0.334 0.00
C 10.0056 11.7980 9.1167 -0.079 0.619 -0.153 0.01
C 11.2676 14.6517 7.7768 2.876 -0.375 -0.276 0.00
C 10.5323 14.4407 6.6097 -0.684 0.645 -0.758 0.00
C 11.1641 14.4782 5.3683 0.671 0.708 -0.088 0.00
C 12.5832 14.6213 5.3784 -1.419 1.152 -0.451 0.00
C 13.3468 14.8732 6.5095 -0.492 -1.536 0.743 0.00
C 12.7095 14.7681 7.7463 -1.803 0.693 -0.669 0.02
P 9.5446 16.1312 11.8590 -3.028 2.445 0.611 0.00
C 8.8064 15.7553 13.5298 1.463 1.022 0.197 0.06
C 7.9155 14.7591 13.7700 -0.831 -1.911 -0.991 0.01
C 7.4527 14.4446 15.0555 -0.418 -1.178 -0.751 0.00
C 7.9338 15.1280 16.1491 -0.109 1.339 -0.329 0.01
C 8.8015 16.2295 15.9574 0.537 -1.334 -0.751 0.00
C 9.2950 16.4472 14.6553 -0.345 1.634 0.936 0.00
C 9.7645 17.9453 11.9576 -0.583 -0.523 -1.160 -0.01
C 8.7057 18.6777 12.4837 0.600 2.176 0.224 0.00
C 8.7460 20.0976 12.5907 1.407 -1.403 -0.685 0.00
C 9.8655 20.7490 11.9858 -0.174 0.371 0.913 0.00
C 10.8535 19.9974 11.3498 0.009 -0.231 -0.003 0.00
C 10.7382 18.5966 11.2409 2.237 0.528 0.115 0.03
H 7.7568 15.1397 10.4871 -0.381 0.350 0.604 -0.01
H 7.5430 16.9273 10.3552 0.486 -0.166 0.602 0.00
H 9.7523 16.8888 9.1917 -0.041 -0.112 -0.872 0.01
H 8.4845 15.9232 8.2623 0.331 0.271 0.212 0.00
H 7.3815 14.0848 8.8202 0.589 -0.638 -0.259 0.00
H 6.0985 11.9419 8.6252 -0.369 0.181 -0.125 0.00
H 7.3576 9.7401 8.6405 -0.054 0.659 -0.256 0.00
H 9.8404 9.7290 8.7952 0.230 -1.436 0.226 0.00
H 11.1002 11.7890 9.3571 -1.084 -0.219 -0.376 0.00
H 9.4271 14.3985 6.6551 0.753 -0.134 -0.058 0.00
H 10.5797 14.6204 4.3967 0.958 -0.758 1.551 0.00
H 13.0048 14.8125 4.4283 0.693 -0.263 -0.928 0.00
H 14.4390 14.9780 6.5206 -0.579 0.165 -0.397 0.00
H 13.3304 14.9550 8.6043 -0.344 -0.119 0.443 0.01
H 7.6531 14.1274 12.8986 -0.320 0.291 0.732 0.00
H 6.7353 13.5866 15.1604 0.834 1.056 0.000 0.00
H 7.5196 14.9073 17.1097 0.079 -0.136 0.537 0.00
H 9.2042 16.7989 16.8107 -0.388 -0.252 -0.613 0.00
H 9.9102 17.3518 14.5615 0.074 -0.622 -0.264 0.00
H 7.8402 18.1765 12.8075 -0.868 -0.573 0.836 0.00
H 8.0145 20.5513 13.2604 0.097 0.326 -0.714 0.00
H 10.0597 21.8479 12.0736 -0.521 -1.128 0.065 0.00
H 11.8049 20.4736 11.0577 -0.836 -0.179 -0.278 0.00
H 11.5688 18.0537 10.7150 -0.903 0.399 0.685 -0.01
B 10.6893 11.0305 13.7997 -0.341 -0.200 -0.263 0.01
C 10.8646 12.3211 12.9575 -0.513 1.190 -1.286 0.28
N 10.8472 13.3797 12.3883 -0.204 -5.428 3.306 -0.16
H 11.3226 11.3518 14.7642 -0.042 0.004 0.534 0.03
H 11.0402 9.9316 13.3902 0.204 0.735 -0.335 0.03
H 9.4690 10.9580 13.9345 0.315 0.329 0.199 0.03
C 25.1649 15.2921 15.1229 0.569 0.056 0.398 0.00
C 23.9796 14.4899 14.7071 -0.426 1.038 0.179 0.02
C 24.2087 13.3592 13.9837 0.128 -1.773 -0.032 0.00
C 23.2067 12.4166 13.7483 1.536 -0.760 -1.159 -0.04
C 23.5192 11.1124 13.0340 -0.289 -0.633 0.295 0.06
C 21.9143 12.7386 14.0286 -1.786 0.874 1.252 -0.01
Te 20.3064 11.3059 13.6790 0.949 0.474 0.735 0.94
N 12.8371 15.6282 11.1985 2.370 1.298 -0.677 0.48
C 14.0676 16.1223 10.8981 -0.193 -0.265 -2.652 0.10
O 14.5118 16.0790 9.7506 -0.233 -0.523 0.304 0.19
C 14.7118 16.8541 11.9139 0.711 -0.669 2.936 -0.01
C 15.5646 17.8610 11.6043 0.994 2.984 -0.514 0.01
C 16.0091 18.7460 12.6585 0.315 -0.621 -1.697 0.00
C 15.6788 18.4613 13.9554 0.016 -1.206 0.449 0.01
C 15.0032 17.2439 14.2509 -0.074 0.656 1.525 -0.01
C 14.5245 16.4310 13.2658 -0.715 -0.041 -0.907 0.02
C 20.8465 9.6622 14.9138 -0.449 -1.360 -1.397 -0.01
C 20.9081 9.7283 16.2908 0.931 0.136 0.631 -0.04
C 20.6057 10.9755 17.0590 0.590 1.530 -0.694 0.06
C 21.4094 8.5924 16.9835 0.282 -0.103 0.844 -0.01
C 21.4604 7.3511 16.3807 0.225 -0.518 -1.960 0.03
C 22.0421 6.1002 17.0033 -1.229 0.207 1.403 0.00
C 21.1060 7.2570 14.9750 1.464 0.414 1.551 0.01
C 20.9573 8.3797 14.2211 -1.352 1.661 0.025 -0.02
C 20.5495 8.2116 12.7631 -0.338 0.381 -0.232 0.01
C 21.5931 14.0118 14.5976 1.131 -0.337 -1.297 -0.02
C 20.2139 14.5138 14.7474 -1.079 -2.772 0.550 0.03
C 22.6479 14.8915 14.9002 -0.826 -0.398 0.390 0.00
H 24.9572 15.9397 15.9790 -0.112 0.156 -0.354 0.00
H 25.4700 15.8708 14.2421 0.267 0.130 0.422 0.00
H 26.0056 14.6390 15.4603 -0.625 0.406 -0.545 0.00
H 25.2176 13.0964 13.6706 -0.097 0.073 0.200 0.00
H 24.5565 10.9454 12.6774 -0.643 0.668 0.110 0.00
H 22.8043 11.1101 12.1783 0.702 -0.627 0.306 -0.01
H 23.3464 10.2404 13.7239 -0.188 0.721 -0.697 -0.01
H 15.8113 18.1198 10.5184 -0.481 -0.519 1.732 0.00
H 16.6480 19.6004 12.3862 -0.468 -0.431 0.251 0.00
H 16.0294 19.0423 14.8049 -0.128 0.182 -0.334 0.00
H 14.8207 17.0358 15.3268 0.182 -0.102 -0.917 0.00
H 13.9544 15.4800 13.4212 0.604 1.110 0.213 0.00
H 19.5574 11.2372 17.1556 -0.428 -0.697 0.279 0.00
H 20.9580 11.8977 16.5371 0.282 -0.639 0.099 -0.01
H 21.0882 10.9969 18.0267 -0.100 -0.165 0.265 0.00
H 21.8692 8.7025 18.0121 -1.097 -0.008 -1.119 0.00
H 23.0911 6.2152 17.1842 0.758 0.158 -0.077 0.00
H 21.8887 5.2018 16.4071 -0.083 0.192 -0.066 0.00
H 21.6069 5.9220 18.0223 0.223 0.101 -0.884 0.00
H 21.2508 6.3287 14.4465 -0.293 -0.363 0.144 0.00
H 21.1393 7.4344 12.2753 -0.129 -0.159 0.162 0.01
H 20.7275 9.1136 12.0927 -0.532 -0.901 0.920 0.01
H 19.4634 7.8758 12.8018 1.262 0.639 -0.564 0.00
H 19.4823 14.2772 13.9732 0.406 -0.031 -0.526 0.00
H 20.2645 15.5277 14.8523 -0.273 2.706 0.449 0.00
H 19.7486 14.0526 15.6287 0.082 0.372 0.232 0.00
H 22.3497 15.8857 15.3072 0.626 -0.874 -0.224 0.00

54
Properties=species:S:1:pos:R:3:forces:R:3:mulliken_charge:R:1 method="wB97M-V/def2-TZVPD" orbital_gap_ev=6.160 max_force_ev_per_a=1.76 energy_ha=-1785.4927 homo_ev=-11.071 total_charge=+1
C 3.0482 -1.0169 3.8240 -0.199 -0.121 0.210 -0.84
C 3.6186 -1.1518 2.6320 0.124 0.081 -0.029 -0.25
C 3.0303 -0.8401 1.2860 -0.321 -1.096 0.053 -1.24
C 1.4996 -0.7224 1.1907 0.514 -0.149 -0.994 1.81
P 0.8671 0.7942 2.0798 -0.349 -0.123 1.716 0.11
C 2.1540 2.0819 1.9710 0.126 -0.404 -0.657 -1.05
C -0.6322 1.4206 1.2247 0.314 -0.058 -0.368 -0.94
C 0.7628 -1.9952 1.7140 -0.206 0.011 0.514 -1.22
N -0.1390 -2.4680 0.6106 0.141 0.139 0.392 -0.68
I 0.7588 -4.1121 -0.3225 -0.219 0.033 -0.100 0.29
C -0.0510 -1.4132 -0.2972 0.415 -0.513 -0.354 -0.29
N -1.0281 -1.0106 -1.0311 0.002 0.023 -0.269 0.24
C -2.3911 -1.5123 -1.0737 -0.496 -0.262 0.207 -0.90
C -2.6519 -2.3931 -2.3245 -0.028 0.115 -0.393 0.34
O -2.2081 -1.9973 -3.3637 0.340 -0.152 0.050 -0.48
N -3.4302 -3.5679 -2.2020 -0.168 0.363 0.548 -0.02
C -2.6543 -4.6684 -1.6256 0.060 0.053 -0.168 -1.03
C -4.6810 -3.3285 -1.4492 0.015 -0.239 -0.062 -0.90
N 1.1594 -0.7343 -0.2847 -0.578 0.729 0.384 -0.42
H 3.6398 -0.7675 4.6958 0.196 -0.982 0.187 0.28
H 1.9880 -1.1445 4.0041 -0.175 0.946 -0.214 0.28
H 4.6520 -1.4847 2.5991 0.325 0.912 -0.048 0.41
H 3.5010 0.0789 0.9312 -0.026 0.024 -0.014 0.42
H 3.3295 -1.6281 0.5809 0.033 0.031 -0.029 0.51
H 1.6845 3.0235 2.2519 0.051 0.054 -0.055 0.44
H 2.9073 1.8307 2.7163 -0.015 0.058 0.065 0.34
H 2.6453 2.1559 0.9995 -0.091 0.297 -0.019 0.20
H -0.6398 1.3743 0.1351 0.020 0.118 -0.009 0.15
H -0.7181 2.4668 1.5208 -0.008 0.020 0.001 0.47
H -1.4963 0.9081 1.6458 -0.061 -0.061 -0.138 0.31
H 0.1421 -1.7636 2.5810 -0.131 0.098 -0.120 0.37
H 1.4405 -2.7820 2.0364 0.109 0.031 -0.152 0.41
H -0.7915 -0.2206 -1.6218 -0.114 -0.053 -0.125 0.38
H -3.0454 -0.6448 -1.1652 0.045 0.059 0.022 0.40
H -2.6438 -2.0093 -0.1392 0.298 -0.081 0.038 0.58
H -3.2680 -5.5657 -1.6214 -0.013 -0.012 -0.048 0.41
H -1.7744 -4.8522 -2.2389 0.002 -0.043 -0.002 0.33
H -2.3459 -4.4578 -0.5912 0.020 -0.067 0.012 0.35
H -4.7426 -2.3215 -1.0320 -0.045 0.044 -0.090 0.33
H -4.7637 -4.0273 -0.6162 0.007 0.021 0.025 0.39
H -5.5340 -3.4834 -2.1067 -0.025 0.089 0.001 0.28
H 1.8380 -1.2281 -0.8618 0.130 0.142 0.023 0.44
C -0.3449 4.1735 -2.4491 -0.001 -0.042 0.011 -0.35
C 0.8013 3.5069 -2.3409 -0.032 -0.015 0.011 -0.50
C 1.8154 3.8792 -1.3223 0.013 0.019 -0.017 0.47
O 2.8546 3.2614 -1.2191 -0.029 -0.081 0.028 -0.61
C 1.5069 5.0242 -0.4306 -0.019 -0.003 0.016 -0.27
C 0.3608 5.6920 -0.5363 0.009 -0.020 0.013 -0.43
C -0.6582 5.3186 -1.5523 0.015 0.027 -0.006 0.33
O -1.7043 5.9178 -1.6464 -0.019 -0.026 0.018 -0.53
H -1.0999 3.9254 -3.1847 -0.006 0.034 -0.008 0.45
H 1.0551 2.6720 -2.9827 0.041 0.023 -0.018 0.50
H 2.2646 5.2767 0.3008 0.022 0.002 -0.023 0.50
H 0.1121 6.5306 0.1017 -0.015 0.009 -0.018 0.43

11
Properties=species:S:1:pos:R:3:forces:R:3:mulliken_charge:R:1 method="wB97M-V/def2-TZVPD" orbital_gap_ev=10.693 max_force_ev_per_a=2.85 energy_ha=-194.0047 homo_ev=-9.513 e_above_lowest_kcal_mol=47.57 smiles=C#CC1CC1
C 0.5109 -1.9105 1.5704 -0.097 -0.764 0.634 0.38
C 0.2413 -0.9053 0.9828 0.259 1.130 -0.011 -0.86
C -0.0040 0.4108 0.4123 -0.118 -1.167 0.201 -0.26
C 0.5221 0.7575 -0.9344 0.376 1.725 -0.368 -0.51
C -0.9209 0.4669 -0.7730 -1.345 -2.001 -1.526 -0.49
H 0.6471 -2.7753 2.1935 0.042 0.254 -0.447 0.44
H 0.0387 1.2390 1.0846 -0.390 0.141 0.619 0.32
H 0.6434 1.8679 -1.0187 0.669 -1.290 -0.217 0.22
H 1.2229 0.0814 -1.4012 -0.130 0.169 -0.256 0.30
H -1.2992 -0.5416 -1.2421 0.666 2.118 1.334 0.23
H -1.6022 1.3092 -0.8743 0.068 -0.315 0.038 0.24

12
Properties=species:S:1:pos:R:3:forces:R:3:mulliken_charge:R:1 method="wB97M-V/def2-TZVPD" orbital_gap_ev="8.576 / 8.577" max_force_ev_per_a=3.70 energy_ha=-683.5023 homo_ev="-7.968 / -7.968" e_above_lowest_kcal_mol=66.29
C 0.7915 1.0726 1.1687 -0.661 2.446 2.183 -0.35
C -0.1832 1.8792 0.6867 0.075 0.957 -0.319 -0.31
C -0.2694 -0.2459 -0.3800 1.642 -1.417 0.932 0.42
C -0.5860 -1.4726 -1.2080 1.546 1.627 -0.947 -1.16
N 0.7459 -0.1335 0.5961 -1.593 -1.946 -2.708 0.55
O 1.5547 -1.0581 0.8492 0.638 -1.033 0.351 -0.75
S -1.1119 1.1614 -0.5408 -0.317 1.259 0.335 -0.15
H 1.3478 1.3761 2.1176 -0.290 -1.096 -1.881 0.33
H -0.2734 2.9161 0.9264 -0.321 0.285 0.191 0.40
H -0.3772 -2.3311 -0.6838 1.364 -1.961 1.449 0.37
H -1.6171 -1.6486 -1.3464 -1.425 0.719 -0.602 0.40
H -0.0217 -1.5156 -2.1856 -0.658 0.162 1.015 0.25